A molecular structure, C6H7OPS2. Source: the Open Molecules 2025 dataset; level of theory: ωB97M-V/def2-TZVPD.

Values from the calculation:
Frontier orbital gap, eV: 7.2
Strongest force on any atom, Eh/bohr: 0.0510
HOMO energy, hartree: -0.299

```
! RIJCOSX wB97M-V def2-TZVPD def2/J DEFGRID3
* xyz 0 1
H 3.24025 1.55136 -0.72803
C 2.30572 1.11558 -1.00364
H -2.99392 -1.37910 1.23086
C 3.89450 -2.14357 -1.29777
P -0.69145 1.44034 0.45765
H 0.72093 -1.74709 -1.79820
H -3.21544 -0.62186 2.93159
H 1.47677 1.74571 -1.05030
H -3.24714 0.34454 1.39363
C 3.10929 -1.23636 -1.23520
C 2.10151 -0.20131 -1.25041
C 0.71672 -0.72500 -1.36803
S -1.01521 -0.00587 1.95241
H 4.71957 -2.86501 -1.30613
C -2.81282 -0.49449 1.86456
S -2.38091 2.16316 -0.19386
O -0.26187 -0.20926 -0.93187
*
```



2 unconnected molecules or ions with the total composition C7H13Cl3NP. Source: the Open Molecules 2025 dataset; level of theory: ωB97M-V/def2-TZVPD.

Values from the calculation:
Frontier orbital gap, eV: 7.5
Strongest force on any atom, Eh/bohr: 0.1352
HOMO energy, hartree: -0.265

```
! RIJCOSX wB97M-V def2-TZVPD def2/J DEFGRID3
* xyz 0 1
H 2.44216 0.71566 -1.36045
H -0.50043 2.13980 -1.94161
H 2.35331 -1.39463 0.80505
H 0.48188 3.25395 -0.97153
C -2.08745 -0.45728 0.92033
H 3.07369 0.12107 1.12068
C -0.15790 -0.87476 -0.28258
H -1.56238 -2.34281 1.95242
H 2.23189 -1.03109 -1.44155
N 0.74909 0.00633 -0.38409
H 1.39702 1.69163 0.72931
H -3.19843 -1.88004 2.11024
Cl -3.03560 2.13693 0.32066
C 0.39400 2.19990 -1.26308
P -3.09249 0.18624 -0.39624
Cl -4.87940 -0.40377 0.19813
H 3.98383 -0.95665 0.21439
H -2.66132 -2.71922 0.54303
C -2.40412 -1.86163 1.38619
H 1.17396 1.73905 -1.81238
C 2.99334 -0.60371 0.39263
C 2.12669 -0.15161 -0.68129
Cl 0.13156 -2.42065 -0.81443
H -0.43030 1.50437 0.64343
C 0.47740 1.40294 0.01272
*
```



A single C23H29N3O5S molecule. Source: the Open Molecules 2025 dataset; level of theory: ωB97M-V/def2-TZVPD.

Values from the calculation:
Frontier orbital gap, eV: 8.8
Strongest force on any atom, Eh/bohr: 0.0180
HOMO energy, hartree: -0.312
Structure (SMILES): CCCCCCOc1ccc(N2C(=O)C[C@H](NCc3ccc(S(N)(=O)=O)cc3)C2=O)cc1

```
! RIJCOSX wB97M-V def2-TZVPD def2/J DEFGRID3
* xyz 0 1
N 2.92802 -1.39698 -0.55832
C -4.05875 -1.17986 -1.23432
H 5.73263 1.50717 2.05120
C 4.77147 -2.16800 0.67732
C -5.14579 -0.77302 -0.23894
H 0.41149 0.86788 1.58301
C 5.22428 -0.98593 -0.17280
H 4.94488 -2.01423 1.74087
H -4.11447 -1.33145 1.56522
C 3.76046 1.31551 1.23158
O -1.25984 1.95677 0.11588
N -0.08936 2.50902 -2.01335
C 3.96382 -0.57181 -0.94118
C 1.34208 2.27127 0.30198
H 2.47237 3.67263 -0.83965
H 4.64558 2.82656 -0.00617
H 4.93272 -0.01838 2.43039
C 3.72283 2.38177 0.33632
H -5.68391 0.09312 -0.63009
C 2.56737 0.77616 1.69692
H 5.96979 -1.29792 -0.91479
H -2.84599 0.60394 -0.85301
C 3.28968 -2.32530 0.40823
H 0.56943 3.10685 -2.48099
H -0.04731 -0.51423 -3.91052
C -5.66189 0.05679 2.11582
H 2.58722 -0.03093 2.41577
C -3.22804 0.01998 -1.69524
C 0.12908 -0.71170 -2.86458
H -1.56883 -0.99509 0.05514
C 0.52086 -1.26282 -0.18641
C 2.51403 2.85420 -0.13845
H -3.82700 0.33557 1.05429
H -3.41056 -1.93219 -0.78079
C -6.68559 -1.01057 2.48677
S -0.21842 2.80665 -0.38592
C 5.08791 0.72328 1.64354
O 3.88596 0.33241 -1.73434
H -5.85617 -1.59661 -0.15127
C 1.60521 -1.22617 -1.05105
H -7.36768 -0.63095 3.24423
H 2.23461 -0.97097 -3.08607
H 0.66962 -1.51987 0.84909
H 0.01724 1.53592 -2.25609
H 5.27626 -3.09511 0.40405
H -6.17457 0.91385 1.67407
H -6.18876 -1.89265 2.88547
O 2.54606 -3.11792 0.91705
C -0.96507 -0.68377 -1.98998
O -0.34213 4.22382 -0.23560
H 6.11611 0.81687 -0.10950
C -4.58924 -0.44052 1.14560
H -3.84845 0.67442 -2.31424
O -2.14831 -0.34884 -2.54327
C 1.35351 1.26032 1.23782
C -0.75269 -0.98828 -0.64619
H -5.16933 0.40283 3.02735
H -4.51796 -1.63607 -2.11436
N 5.84669 0.10514 0.56246
C 1.40095 -0.97522 -2.40262
H -7.27411 -1.30734 1.62262
*
```